Density functional theory data (the ωB97M-V functional and the def2-TZVPD basis) for a 7-piece molecular cluster, C15H28Cl9F8NO7 overall at a distorted geometry.

```
! wB97M-V def2-TZVPD RIJCOSX def2/J DEFGRID3
* xyz 0 1
C -38.492 3.301 -12.771
O -37.118 3.432 -12.637
C -36.409 3.428 -13.896
C -34.875 3.502 -13.678
N -34.401 2.484 -12.649
H -34.831 2.680 -11.756
H -34.634 1.554 -12.968
C -32.894 2.615 -12.481
C -32.369 1.626 -11.467
O -33.028 0.341 -11.694
C -32.455 -0.711 -10.953
H -38.985 4.162 -13.223
H -38.842 3.014 -11.779
H -38.726 2.376 -13.298
H -36.814 4.254 -14.481
H -36.734 2.544 -14.446
H -34.635 4.489 -13.283
H -34.310 3.298 -14.587
H -32.658 3.638 -12.189
H -32.407 2.398 -13.431
H -32.690 1.964 -10.482
H -31.280 1.581 -11.464
H -31.378 -0.859 -11.028
H -32.874 -1.660 -11.289
H -32.691 -0.689 -9.889
Cl -29.590 6.646 -17.481
O -28.201 6.647 -17.081
O -29.774 5.734 -18.581
O -30.516 6.338 -16.419
O -29.828 7.983 -17.968
C -31.537 9.873 -23.553
C -30.304 9.287 -24.283
C -29.275 8.641 -23.315
F -28.336 7.980 -23.974
F -28.632 9.465 -22.458
F -30.682 8.405 -25.192
F -29.617 10.229 -24.933
O -31.151 10.710 -22.487
C -32.184 11.290 -21.718
C -31.557 12.174 -20.564
F -30.628 12.973 -20.959
F -32.439 12.854 -19.885
F -32.978 11.905 -22.527
F -32.871 10.297 -21.162
H -32.130 9.075 -23.108
H -32.265 10.298 -24.245
H -29.862 7.993 -22.664
H -31.156 11.449 -19.856
C -25.155 10.587 -18.764
Cl -26.131 12.048 -18.471
Cl -23.495 11.033 -19.168
H -25.184 9.947 -17.882
H -25.587 10.026 -19.592
C -28.773 10.327 -13.663
Cl -29.679 11.476 -14.782
Cl -29.899 9.603 -12.446
H -28.189 9.578 -14.198
H -28.044 10.925 -13.117
C -25.102 5.175 -20.765
Cl -23.353 5.568 -20.868
Cl -25.590 3.792 -21.789
H -25.350 4.950 -19.728
H -25.753 6.016 -21.004
C -34.816 6.061 -20.472
Cl -35.728 5.012 -19.333
Cl -34.589 5.372 -22.078
H -35.381 6.985 -20.591
H -33.838 6.219 -20.018
*
```

Summary:
* lowest unoccupied orbital energy: -1.249 eV


Density functional theory data (the ωB97M-V functional and the def2-TZVPD basis) for C15H28CoIN4OSi as an isolated structure at a distorted geometry.

```
! wB97M-V def2-TZVPD RIJCOSX def2/J DEFGRID3
* xyz -2 5
C 0.830 0.383 -7.058
I 2.021 1.612 -5.742
H 0.003 -0.007 -6.470
H 1.475 -0.412 -7.423
H 0.483 1.023 -7.866
C -0.998 4.126 1.005
C -2.020 3.709 0.213
N -1.668 2.453 -0.260
C -0.456 2.058 0.226
N -0.051 3.110 0.995
H -0.859 5.039 1.560
H -2.948 4.188 -0.056
C 2.309 -3.572 0.498
C 1.220 -1.660 -0.079
N 2.119 -2.226 0.777
H 1.373 -4.781 -1.113
N 0.872 -2.682 -0.913
H 2.978 -4.192 1.072
Co 0.463 0.243 -0.022
C 1.567 0.848 -1.333
O 2.276 1.236 -2.174
C 1.522 -3.861 -0.571
C -0.120 -2.544 -1.972
H -1.031 -3.088 -1.709
H 0.284 -2.921 -2.916
H -0.344 -1.477 -2.053
C 2.709 -1.506 1.899
H 3.780 -1.721 1.955
H 2.213 -1.791 2.831
H 2.539 -0.442 1.718
C 1.188 3.105 1.762
H 1.757 4.017 1.562
H 1.752 2.226 1.441
H 0.969 3.027 2.831
C -2.510 1.595 -1.085
H -1.875 0.785 -1.451
H -2.920 2.171 -1.920
H -3.317 1.169 -0.482
C -0.359 0.371 3.431
Si -0.924 -0.470 1.865
C -0.858 -2.322 2.161
C -2.750 -0.130 1.741
H 0.719 0.177 3.598
H -0.942 -0.025 4.288
H -0.548 1.457 3.354
H -1.519 -2.571 3.016
H -1.224 -2.852 1.258
H 0.158 -2.667 2.408
H -3.249 -0.522 2.649
H -2.925 0.963 1.702
H -3.167 -0.650 0.855
*
```

Summary:
* energy relative to the best compared isomer or geometry (same formula, charge and spin): 159.93 kJ/mol
* ⟨S²⟩: 6.03
* lowest unoccupied orbital energy (spin up / spin down): 4.524 / 2.125 eV


Density functional theory data (the ωB97M-V functional and the def2-TZVPD basis) for a 2-piece molecular cluster, C15H28N3O2S overall at a distorted geometry.

```
! wB97M-V def2-TZVPD RIJCOSX def2/J DEFGRID3
* xyz 1 1
C -0.632 -0.513 5.602
C -0.490 -0.037 4.264
C -0.398 0.304 2.654
N -1.375 0.836 1.806
C -2.764 1.255 2.235
C -0.723 0.902 0.424
C -1.530 0.011 -0.690
S -1.011 -1.785 -0.803
C 0.523 -2.022 -1.852
C 0.793 -0.851 -2.967
C 0.912 0.814 0.531
C 1.810 2.190 0.318
C 3.078 2.013 -0.706
C 4.546 2.355 -0.038
O 5.265 1.128 0.382
C 4.564 0.452 1.487
C 1.071 -0.029 1.939
H -1.004 -0.554 6.735
H -3.038 0.773 3.290
H -3.623 0.924 1.498
H -2.845 2.425 2.349
H -0.869 2.005 -0.006
H -2.674 0.006 -0.347
H -1.543 0.566 -1.747
H 1.522 -2.150 -1.213
H 0.416 -3.042 -2.461
H 0.427 0.219 -2.667
H 0.411 -1.209 -4.031
H 1.979 -0.770 -3.081
H 1.395 0.090 -0.251
H 1.095 3.007 -0.172
H 2.257 2.592 1.349
H 2.927 2.753 -1.601
H 3.178 0.932 -1.180
H 4.444 3.122 0.855
H 5.223 2.849 -0.881
H 4.010 1.270 2.142
H 5.233 -0.258 2.135
H 3.691 -0.194 0.995
H 1.941 0.300 2.686
H 1.317 -1.159 1.700
C -5.416 -2.523 -2.693
O -6.543 -2.128 -2.947
N -4.518 -1.776 -2.026
N -4.972 -3.739 -3.057
H -3.585 -2.083 -1.808
H -4.812 -0.853 -1.734
H -5.617 -4.333 -3.561
H -4.048 -4.082 -2.857
*
```

Summary:
* energy relative to the best compared isomer or geometry (same formula, charge and spin): 1237.70 kJ/mol
* lowest unoccupied orbital energy: -5.207 eV